{"formula": "C12H44O10", "method": "the ωB97M-V functional and the def2-TZVPD basis", "homo_energy_ev": -8.1, "de_lowest_kj_mol": 2999.1, "energy_ha": -1234.868098, "symbols": ["O", "H", "H", "O", "H", "H", "O", "H", "H", "O", "H", "H", "O", "H", "H", "O", "H", "H", "C", "C", "C", "O", "H", "H", "H", "H", "H", "H", "H", "H", "C", "C", "C", "O", "H", "H", "H", "H", "H", "H", "H", "H", "C", "C", "C", "O", "H", "H", "H", "H", "H", "H", "H", "H", "C", "C", "C", "O", "H", "H", "H", "H", "H", "H", "H", "H"], "xyz": [[-1.613, 0.254, -2.151], [-0.993, 0.134, -1.431], [-2.278, 0.846, -1.799], [-0.976, -1.847, 1.884], [-0.131, -1.429, 1.718], [-1.306, -1.416, 2.672], [-1.833, -1.769, 0.059], [-1.438, -1.822, 0.929], [-2.755, -1.984, 0.200], [0.636, -0.836, 1.511], [0.860, -1.139, 0.631], [1.462, -0.515, 1.872], [-0.697, -0.340, -0.487], [-1.444, -0.815, -0.124], [-0.160, -0.119, 0.274], [-1.523, -2.204, -1.817], [-0.635, -2.085, -2.157], [-1.481, -1.877, -0.918], [-0.413, 2.072, 1.082], [0.958, 1.697, 1.579], [2.061, 2.852, 1.440], [0.636, 1.409, 2.902], [-1.090, 2.659, 1.702], [-0.875, 1.107, 0.873], [-0.478, 2.643, 0.155], [1.262, 0.764, 1.105], [3.028, 2.386, 1.631], [1.846, 3.724, 2.056], [1.960, 3.134, 0.392], [1.126, 0.664, 3.256], [0.769, 1.352, -1.204], [1.749, 1.346, -2.404], [3.120, 0.685, -2.151], [1.185, 0.520, -3.360], [-0.234, 1.453, -1.619], [1.059, 2.229, -0.626], [0.738, 0.392, -0.688], [1.779, 2.311, -2.910], [3.684, 0.554, -3.074], [2.981, -0.289, -1.682], [3.627, 1.157, -1.309], [1.307, 0.916, -4.226], [1.129, -3.408, -0.551], [1.977, -2.091, -0.385], [3.122, -1.946, -1.483], [1.088, -0.943, -0.473], [0.313, -3.525, 0.162], [1.791, -4.270, -0.466], [0.649, -3.395, -1.529], [2.472, -1.987, 0.581], [3.789, -2.808, -1.496], [3.751, -1.078, -1.286], [2.752, -1.816, -2.500], [0.514, -0.957, -1.242], [-4.037, 1.898, 1.545], [-3.389, 0.568, 1.892], [-2.850, -0.229, 0.682], [-2.294, 0.822, 2.701], [-3.316, 2.459, 0.951], [-4.195, 2.533, 2.417], [-5.013, 1.822, 1.066], [-4.089, -0.102, 2.392], [-2.451, -1.154, 1.098], [-2.088, 0.269, 0.082], [-3.581, -0.440, -0.098], [-1.526, 1.002, 2.154]], "forces_ev_per_angstrom": [[-4.4, 2.5, -6.2], [-0.4, 1.3, -1.8], [-0.3, 0.3, -0.3], [-5.0, -5.9, 8.7], [-0.5, -1.9, 2.4], [-0.5, 0.2, 0.3], [-7.0, -12.5, -0.1], [1.1, -1.6, 2.0], [-0.1, -1.5, -1.6], [8.7, 6.0, 4.9], [-0.1, -0.6, -1.5], [0.1, -0.5, 0.6], [4.2, 3.6, 5.0], [-0.7, 1.6, -0.7], [-1.2, 0.7, 0.0], [1.5, -3.3, -8.0], [-0.3, -0.2, -1.2], [1.0, -1.9, -3.3], [-0.8, 1.0, -1.5], [0.7, 2.9, 0.3], [-1.5, -1.7, -0.4], [0.3, -0.5, 2.1], [0.7, -0.1, 0.9], [-0.2, 1.2, -0.1], [0.2, -0.3, 0.1], [0.6, 2.1, -0.4], [0.2, 0.5, 0.1], [0.0, -0.3, 0.2], [0.7, 0.4, 0.2], [0.2, 0.2, 0.3], [2.1, 2.5, -2.2], [0.4, -0.4, 0.6], [-1.1, 1.5, 1.4], [-1.2, -1.7, -1.9], [0.7, 1.1, -0.2], [-0.2, -0.7, -0.5], [1.9, 5.0, -1.2], [0.5, 0.6, 0.7], [0.3, 0.2, 0.2], [-1.4, 2.9, -1.6], [0.8, 0.8, -0.3], [-0.2, -0.3, 0.0], [0.9, 0.9, 0.1], [1.5, -1.2, -2.8], [0.0, -2.3, 1.2], [9.6, -7.1, -4.7], [0.2, 0.2, 0.2], [0.0, 0.0, -0.1], [0.2, -0.2, 0.0], [-0.1, -0.3, 0.1], [-0.2, -0.4, 0.3], [0.7, -1.9, 0.8], [-0.3, -0.2, 0.2], [0.0, -1.0, -0.6], [-0.1, 0.3, 0.3], [-0.8, 0.5, -2.1], [-5.1, 4.5, 3.9], [0.5, -0.7, 2.1], [-0.2, 0.1, -0.5], [0.0, -0.2, 0.3], [0.2, -0.1, -0.4], [0.0, 0.1, 0.4], [-3.7, 4.9, 3.3], [-1.8, 1.1, 1.5], [-0.7, -0.2, 0.3], [-0.3, 0.0, 0.6]], "mulliken_charge": [-0.776, 0.054, 0.410, -0.959, 0.998, 0.411, -0.270, 0.117, 0.439, -0.165, -0.843, 0.683, -1.046, 1.607, -1.993, -0.825, 0.154, 0.909, -2.354, 1.745, -1.559, -0.559, 0.715, 0.938, 0.382, -0.176, 0.356, 0.426, 0.453, 0.397, -0.367, -0.716, -0.698, -0.531, 0.572, 0.121, 1.732, 0.696, 0.491, -0.753, 0.492, 0.359, -1.472, 0.322, -1.474, -0.154, 0.248, 0.578, 0.379, 0.458, 0.535, 0.475, 0.285, -0.173, -1.559, 0.240, -1.627, -0.645, 0.294, 0.389, 0.353, 0.564, 0.723, -0.317, 0.428, 0.082]}